No. 1
Density functional theory data (ωB97M-V/def2-TZVPD) for C21H19F3N4O2S in the gas phase at a distorted geometry.

Geometry as ORCA input:
```
! RIJCOSX wB97M-V def2-TZVPD def2/J DEFGRID3
* xyz 0 1
C -0.158 5.339 1.814
O 0.524 4.123 2.114
C -0.268 3.055 2.460
C -1.539 2.852 1.891
C -2.322 1.788 2.327
C -1.809 0.830 3.218
C -2.559 -0.353 3.616
N -3.046 -1.264 2.816
N -2.887 -1.069 1.438
C -3.371 -1.959 0.482
O -4.088 -2.861 0.835
C -3.018 -1.816 -0.974
C -1.561 -1.993 -1.110
C -0.851 -3.062 -0.680
S 0.875 -2.771 -0.922
C 0.454 -1.194 -1.570
N 1.168 -0.132 -2.069
C 2.531 0.119 -1.969
C 2.831 1.430 -1.703
C 4.158 1.797 -1.472
C 5.193 0.852 -1.535
C 4.905 -0.502 -1.885
C 5.948 -1.574 -2.046
F 5.862 -2.417 -0.999
F 5.661 -2.286 -3.147
F 7.230 -1.075 -2.137
C 3.561 -0.810 -2.096
N -0.838 -0.949 -1.624
C -0.597 1.077 3.840
C 0.205 2.201 3.448
C 1.559 2.395 4.096
H -0.418 5.343 0.769
H -1.044 5.423 2.471
H 0.505 6.187 2.096
H -1.979 3.577 1.209
H -3.340 1.723 1.957
H -2.706 -0.501 4.710
H -2.284 -0.323 1.110
H -3.465 -2.598 -1.576
H -3.342 -0.882 -1.358
H -1.305 -3.910 -0.174
H 0.549 0.675 -2.064
H 2.030 2.149 -1.731
H 4.380 2.812 -1.177
H 6.221 1.117 -1.387
H 3.302 -1.834 -2.351
H -0.192 0.397 4.581
H 1.517 2.097 5.155
H 2.407 1.801 3.673
H 1.869 3.434 4.090
*
```

## Properties
Energy   -51127.326 eV
LUMO energy   0.33 eV
Largest force on an atom   2.77 eV Å⁻¹
Kohn-Sham gap   8.47 eV

No. 2
Density functional theory data (ωB97M-V/def2-TZVPD) for a molecular structure, C21H19IN3O3ReS2 at a distorted geometry.

Geometry as ORCA input:
```
! RIJCOSX wB97M-V def2-TZVPD def2/J DEFGRID3
* xyz 3 2
Re -0.907 -0.532 -0.971
N 0.817 3.325 -0.891
C 1.919 2.574 -1.031
C 3.266 2.914 -1.160
C 4.161 1.877 -1.295
C 3.742 0.525 -1.333
C 2.424 0.173 -1.178
C 1.494 1.207 -1.006
N 0.143 1.130 -0.839
C -0.326 2.501 -0.653
C -2.456 2.101 -1.669
C -3.658 2.606 -2.076
S -4.820 1.361 -2.217
C -3.670 0.238 -1.699
N -2.457 0.737 -1.449
H 0.756 4.336 -0.926
H 3.585 3.945 -1.149
H 5.216 2.094 -1.373
H 4.495 -0.235 -1.468
H 2.096 -0.860 -1.198
H -3.873 3.632 -2.310
H -3.893 -0.812 -1.584
I -2.980 -0.153 5.886
C -2.291 0.891 4.181
C -1.681 0.176 3.147
C -1.201 0.842 2.042
C -1.342 2.227 1.913
C -1.965 2.930 2.964
C -2.426 2.273 4.085
C -0.898 3.071 0.808
O -0.967 4.259 0.792
O -1.345 2.852 -1.552
H -1.573 -0.894 3.225
H -0.674 0.258 1.284
H -2.058 4.004 2.887
H -2.882 2.831 4.889
O -0.493 -2.411 -0.658
S -0.288 -3.740 0.174
C 0.072 -4.979 -1.123
C 1.557 -5.305 -1.021
C 2.245 -4.023 -0.572
C 1.465 -3.574 0.652
H -0.189 -4.522 -2.078
H -0.565 -5.844 -0.949
H 1.942 -5.647 -1.981
H 1.728 -6.101 -0.294
H 2.189 -3.269 -1.363
H 3.294 -4.190 -0.330
H 1.651 -2.550 0.974
H 1.623 -4.252 1.492
*
```

## Properties
Energy   -64567.651 eV
LUMO energy (spin up / spin down)   -12.02 / -12.33 eV
Largest force on an atom   2.33 eV Å⁻¹
Kohn-Sham gap (spin up / spin down)   3.86 / 3.54 eV

No. 3
Density functional theory data (ωB97M-V/def2-TZVPD) for a molecular structure, C21H19N3O2PtS2 at a distorted geometry.

Geometry as ORCA input:
```
! RIJCOSX wB97M-V def2-TZVPD def2/J DEFGRID3
* xyz 1 2
Pt -0.114 0.563 0.603
C -0.217 -2.661 3.528
C 0.203 -1.927 2.290
N -0.569 -0.981 1.824
N -1.756 -0.810 2.536
C -2.586 0.006 2.009
S -2.367 0.730 0.419
S -3.839 0.689 3.052
C -2.643 1.486 4.215
C -1.630 2.317 3.479
C -1.986 3.547 2.939
C -1.071 4.289 2.204
C 0.199 3.789 1.960
C 0.570 2.552 2.479
C -0.337 1.841 3.268
C 1.410 -2.326 1.588
C 1.977 -3.585 1.857
C 3.081 -4.040 1.176
C 3.687 -3.230 0.205
C 3.184 -1.988 -0.068
C 2.043 -1.508 0.613
O 1.666 -0.293 0.340
H -0.708 -1.976 4.213
H 0.641 -3.114 4.013
H -0.945 -3.439 3.288
H -2.175 0.699 4.800
H -3.281 2.090 4.860
H -2.985 3.933 3.108
H -1.352 5.265 1.829
H 0.913 4.363 1.384
H 1.599 2.226 2.399
H -0.004 0.955 3.795
H 1.514 -4.232 2.587
H 3.480 -5.021 1.391
H 4.553 -3.589 -0.334
H 3.641 -1.333 -0.796
O 0.284 1.999 -0.830
N -0.719 2.329 -1.655
C -0.847 1.654 -2.808
C -1.813 2.021 -3.716
C -2.653 3.087 -3.424
C -2.511 3.746 -2.213
C -1.532 3.344 -1.331
H -0.148 0.843 -2.941
H -1.897 1.474 -4.643
H -3.405 3.401 -4.133
H -3.155 4.569 -1.939
H -1.347 3.786 -0.364
*
```

## Properties
Energy   -55559.420 eV
LUMO energy (spin up / spin down)   -3.42 / -5.65 eV
Largest force on an atom   2.32 eV Å⁻¹
Kohn-Sham gap (spin up / spin down)   7.82 / 5.31 eV

No. 4
Density functional theory data (ωB97M-V/def2-TZVPD) for C21H19NO3 in the gas phase.

Geometry as ORCA input:
```
! RIJCOSX wB97M-V def2-TZVPD def2/J DEFGRID3
* xyz 0 1
C -4.334 2.272 -1.153
C -5.031 1.627 0.037
O -4.938 0.205 0.062
C -3.656 -0.288 0.274
C -2.781 -0.529 -0.768
C -1.503 -1.017 -0.519
C -0.564 -1.208 -1.699
C -0.089 0.147 -2.222
C 0.758 0.832 -1.157
O 0.526 1.979 -0.831
C 1.823 -0.020 -0.630
C 1.694 -1.406 -0.780
C 2.705 -2.267 -0.294
C 3.812 -1.769 0.316
C 3.986 -0.378 0.487
C 5.137 0.133 1.115
C 5.308 1.481 1.276
C 4.328 2.362 0.806
C 3.197 1.893 0.191
C 2.983 0.511 0.017
N 0.615 -1.977 -1.390
C -1.122 -1.266 0.790
C -2.002 -1.063 1.837
C -3.278 -0.579 1.591
O -4.155 -0.397 2.608
H -4.689 1.832 -2.082
H -4.555 3.336 -1.162
H -3.256 2.144 -1.084
H -4.626 2.046 0.969
H -6.106 1.820 -0.002
H -3.103 -0.336 -1.779
H -1.108 -1.732 -2.496
H 0.531 -0.003 -3.110
H -0.931 0.789 -2.480
H 2.573 -3.334 -0.416
H 4.577 -2.437 0.688
H 5.886 -0.564 1.464
H 6.193 1.868 1.759
H 4.468 3.426 0.929
H 2.451 2.586 -0.160
H 0.472 -2.960 -1.210
H -0.129 -1.627 1.013
H -1.713 -1.272 2.854
H -5.005 -0.143 2.215
*
```

## Properties
Energy   -29718.559 eV
LUMO energy   0.15 eV
Largest force on an atom   0.68 eV Å⁻¹
Kohn-Sham gap   7.96 eV

No. 5
Density functional theory data (ωB97M-V/def2-TZVPD) for C21H19NO3S in the gas phase.

Geometry as ORCA input:
```
! RIJCOSX wB97M-V def2-TZVPD def2/J DEFGRID3
* xyz 0 1
O 3.388 1.003 -0.274
C 2.242 1.384 -0.344
C 1.908 2.872 -0.507
O 0.529 3.144 -0.290
C 0.201 3.879 0.786
O 0.997 4.398 1.518
C -1.299 3.899 0.965
C -1.694 2.633 1.676
C -2.817 1.841 1.321
C -2.969 0.761 2.126
S -1.745 0.671 3.327
C -1.022 2.111 2.739
N 1.168 0.578 -0.303
C 1.293 -0.865 -0.235
C 1.350 -1.517 -1.604
C 1.111 -0.815 -2.775
C 1.157 -1.460 -3.999
C 1.438 -2.813 -4.065
C 1.675 -3.521 -2.898
C 1.631 -2.877 -1.676
C 0.142 -1.448 0.552
C -1.129 -1.479 -0.010
C -2.185 -2.048 0.679
C -1.982 -2.586 1.939
C -0.723 -2.543 2.511
C 0.335 -1.977 1.820
H 2.158 3.173 -1.529
H 2.518 3.451 0.194
H -1.571 4.771 1.563
H -1.791 3.947 -0.006
H -3.479 2.081 0.508
H -3.731 0.009 2.093
H -0.146 2.501 3.218
H 0.244 0.973 -0.395
H 2.242 -1.063 0.280
H 0.897 0.244 -2.739
H 0.974 -0.901 -4.905
H 1.474 -3.314 -5.020
H 1.897 -4.577 -2.941
H 1.815 -3.428 -0.765
H -1.286 -1.075 -1.000
H -3.165 -2.079 0.226
H -2.805 -3.036 2.475
H -0.562 -2.953 3.496
H 1.318 -1.950 2.266
*
```

## Properties
Energy   -40554.141 eV
LUMO energy   0.59 eV
Largest force on an atom   0.69 eV Å⁻¹
Kohn-Sham gap   9.57 eV

No. 6
Density functional theory data (ωB97M-V/def2-TZVPD) for a molecular structure, C21H19O4P at a distorted geometry.

Geometry as ORCA input:
```
! RIJCOSX wB97M-V def2-TZVPD def2/J DEFGRID3
* xyz 0 1
O 0.898 1.101 2.980
O -1.412 0.956 -0.282
O 0.330 -0.722 -0.241
O -0.743 0.486 3.509
C -2.538 -1.910 -4.214
C 1.514 5.030 -0.813
C 2.139 -4.223 2.978
C -3.063 -0.753 -3.645
C -1.346 -2.471 -3.698
C 0.149 5.065 -0.897
C 2.148 3.964 -0.177
C 2.568 -3.673 1.772
C 1.011 -3.631 3.587
C -2.394 -0.101 -2.632
C -0.676 -1.780 -2.694
C -0.605 4.015 -0.356
C 1.385 2.930 0.381
C 1.854 -2.606 1.184
C 0.334 -2.547 3.024
C -1.175 -0.587 -2.126
C 0.000 2.904 0.263
C 0.753 -1.991 1.791
C -0.484 0.171 -1.023
C -0.877 1.746 0.814
C -0.096 -0.963 1.113
P -0.216 0.601 2.126
H 0.175 0.804 3.773
H -3.024 -2.436 -5.007
H 2.090 5.839 -1.221
H 2.693 -5.023 3.438
H -4.005 -0.337 -4.020
H -0.979 -3.416 -4.081
H -0.345 5.882 -1.463
H 3.243 3.936 -0.157
H 3.446 -4.130 1.267
H 0.649 -4.068 4.509
H -2.844 0.836 -2.277
H 0.244 -2.213 -2.290
H -1.698 4.023 -0.472
H 1.900 2.061 0.840
H 2.165 -2.317 0.184
H -0.559 -2.142 3.460
H 0.196 0.836 -1.510
H -1.728 2.257 1.258
H -1.075 -1.401 1.045
*
```

## Properties
Energy   -39560.583 eV
LUMO energy   0.68 eV
Largest force on an atom   16.05 eV Å⁻¹
Kohn-Sham gap   9.81 eV

No. 7
Density functional theory data (ωB97M-V/def2-TZVPD) for a molecular structure, C21H20BCuN8O5.

Geometry as ORCA input:
```
! RIJCOSX wB97M-V def2-TZVPD def2/J DEFGRID3
* xyz -1 2
Cu 1.836 -0.260 0.530
C 3.959 0.256 -1.961
C 2.571 0.783 -2.142
C 2.053 1.640 -3.119
C 0.729 1.790 -2.778
N 0.468 1.067 -1.672
N 1.615 0.462 -1.289
B -0.833 0.785 -0.843
N -1.071 -0.736 -0.824
C -2.116 -1.409 -0.285
C -1.897 -2.747 -0.487
C -0.667 -2.808 -1.177
C 0.116 -4.016 -1.583
N -0.183 -1.600 -1.385
N -0.544 1.334 0.619
C -1.355 1.969 1.480
C -0.601 2.463 2.519
C 0.712 2.080 2.238
C 1.949 2.427 3.000
N 0.742 1.396 1.093
N -2.110 1.478 -1.426
C -2.433 1.967 -2.645
C -3.769 2.283 -2.650
C -4.216 1.934 -1.365
C -5.595 2.032 -0.791
N -3.222 1.446 -0.644
H 4.604 0.603 -2.767
H 3.959 -0.835 -1.959
H 4.387 0.590 -1.013
H 2.572 2.085 -3.951
H -0.014 2.397 -3.252
H -2.919 -0.886 0.205
H -2.525 -3.567 -0.180
H -0.478 -4.921 -1.456
H 1.007 -4.099 -0.957
H 0.433 -3.948 -2.625
H -2.412 2.019 1.292
H -0.950 3.029 3.367
H 1.681 2.940 3.923
H 2.577 3.094 2.406
H 2.521 1.534 3.240
H -1.742 2.027 -3.461
H -4.340 2.696 -3.466
H -6.264 2.543 -1.482
H -5.589 2.580 0.152
H -6.005 1.040 -0.592
O 2.301 -4.317 4.916
C 2.348 -3.540 3.998
C 2.657 -2.046 4.089
O 2.919 -1.423 5.099
C 2.536 -1.572 2.720
C 2.059 -2.559 1.864
O 1.703 -2.256 0.667
C 2.091 -3.868 2.525
O 1.986 -4.974 2.042
O 2.758 -0.382 2.240
*
```

## Properties
Energy   -89580.347 eV
LUMO energy (spin up / spin down)   2.50 / 1.84 eV
Largest force on an atom   0.70 eV Å⁻¹
Kohn-Sham gap (spin up / spin down)   7.17 / 6.52 eV

No. 8
Density functional theory data (ωB97M-V/def2-TZVPD) for a molecular structure, C21H20BeClN3O3S3Si.

Geometry as ORCA input:
```
! RIJCOSX wB97M-V def2-TZVPD def2/J DEFGRID3
* xyz -2 1
Be 0.351 2.328 -0.778
S 2.105 2.580 -1.969
C 1.738 4.226 -1.608
S 0.113 4.489 -1.086
C 2.660 5.264 -1.719
C 3.939 5.067 -2.307
N 4.982 4.959 -2.794
C 2.374 6.584 -1.279
N 2.148 7.656 -0.913
C -1.105 -3.608 -0.362
Si -2.457 -2.547 -1.093
C -3.953 -2.793 0.038
C -2.905 -3.263 -2.779
C -2.250 -0.693 -1.296
C -3.396 0.015 -1.584
C -3.380 1.407 -1.729
C -2.180 2.039 -1.509
N -1.043 1.391 -1.228
C -1.010 0.022 -1.194
S 0.481 -0.767 -1.057
H -1.489 -4.631 -0.264
H -0.809 -3.243 0.623
H -0.211 -3.601 -0.981
H -4.180 -3.857 0.153
H -4.850 -2.295 -0.337
H -3.738 -2.385 1.029
H -3.124 -4.332 -2.713
H -2.072 -3.127 -3.472
H -3.777 -2.759 -3.203
H -4.341 -0.512 -1.697
H -4.268 1.976 -1.964
H -2.090 3.117 -1.556
C -0.047 -1.929 2.927
C 1.297 -1.680 2.308
C 2.005 -2.688 1.681
C 3.202 -2.405 1.044
Cl 4.070 -3.703 0.246
C 3.703 -1.122 1.008
C 3.011 -0.101 1.648
C 1.821 -0.380 2.304
O 1.083 0.538 2.978
C 1.517 1.887 2.936
C 1.471 2.559 1.553
O 2.206 3.515 1.369
O 0.619 2.028 0.760
H -0.323 -2.981 2.837
H -0.802 -1.322 2.423
H -0.062 -1.647 3.981
H 1.606 -3.694 1.656
H 4.611 -0.904 0.464
H 3.391 0.909 1.579
H 2.530 1.985 3.336
H 0.831 2.425 3.591
*
```

## Properties
Energy   -86029.344 eV
LUMO energy   4.24 eV
Largest force on an atom   0.22 eV Å⁻¹
Kohn-Sham gap   6.34 eV

No. 9
Density functional theory data (ωB97M-V/def2-TZVPD) for C21H20BrN3O4S in the gas phase at a distorted geometry.

Geometry as ORCA input:
```
! RIJCOSX wB97M-V def2-TZVPD def2/J DEFGRID3
* xyz 0 1
H 1.031 -1.494 2.596
N 1.404 -1.240 3.587
C 2.155 -0.266 3.693
N 2.471 -0.194 4.962
S 2.761 0.772 2.503
C 1.126 1.563 1.976
C 0.563 0.721 0.788
C -0.712 0.176 0.662
C -1.765 -0.021 1.738
O -2.038 -1.236 1.972
O -2.160 1.067 2.446
C -3.072 0.953 3.571
C -3.392 2.380 4.111
C -0.946 -0.413 -0.591
C -2.130 -0.897 -1.318
C -1.996 -1.207 -2.644
O -3.054 -1.658 -3.369
C -3.122 -3.074 -3.403
C -3.607 -3.662 -4.731
O -2.693 -3.934 -2.596
C -0.762 -0.999 -3.318
Br -0.544 -1.618 -5.202
C 0.349 -0.474 -2.628
C 0.232 -0.090 -1.324
N 1.156 0.601 -0.477
C 2.460 1.040 -0.987
C 2.415 1.975 -2.036
C 3.670 2.352 -2.618
C 4.917 1.672 -2.213
C 4.828 0.646 -1.319
C 3.625 0.400 -0.586
H 1.953 -0.947 5.440
H 3.432 -0.182 5.251
H 0.417 1.446 2.768
H 1.211 2.648 1.666
H -3.943 0.429 3.224
H -2.585 0.333 4.375
H -3.776 2.954 3.386
H -2.561 2.787 4.661
H -4.250 2.355 4.777
H -3.126 -1.129 -0.814
H -4.399 -4.276 -4.444
H -2.903 -4.227 -5.433
H -4.123 -2.802 -5.150
H 1.274 -0.145 -3.156
H 1.423 2.166 -2.431
H 3.600 3.064 -3.517
H 5.810 1.938 -2.815
H 5.780 0.074 -1.253
H 3.594 -0.327 0.222
*
```

## Properties
Energy   -115636.071 eV
LUMO energy   0.25 eV
Largest force on an atom   7.81 eV Å⁻¹
Kohn-Sham gap   8.33 eV

No. 10
Density functional theory data (ωB97M-V/def2-TZVPD) for a molecular structure, C21H20CaN4O5.

Geometry as ORCA input:
```
! RIJCOSX wB97M-V def2-TZVPD def2/J DEFGRID3
* xyz 0 1
Ca 0.521 0.160 -0.448
O 2.633 -1.038 -1.153
C 3.511 -1.329 -0.060
C 3.730 -0.099 0.800
N 2.453 0.480 1.219
C 1.975 -0.031 2.501
C 0.441 0.052 2.664
O -0.021 -0.326 3.733
O -0.211 0.472 1.645
C 2.508 1.944 1.168
C 2.609 2.458 -0.286
O 3.107 3.552 -0.484
O 2.109 1.665 -1.178
H 2.850 -0.137 -1.464
H 3.038 -2.125 0.517
H 4.467 -1.706 -0.433
H 4.372 -0.344 1.656
H 4.271 0.642 0.206
H 2.234 -1.090 2.578
H 2.447 0.471 3.355
H 1.585 2.341 1.597
H 3.344 2.350 1.749
C -0.773 3.148 -3.993
C -2.124 2.932 -4.199
C -2.803 2.060 -3.359
C -2.099 1.428 -2.346
N -0.786 1.609 -2.172
C -0.140 2.461 -2.967
C -2.763 0.517 -1.360
C -4.130 0.573 -1.113
C -4.662 -0.283 -0.163
C -3.827 -1.155 0.513
C -2.469 -1.134 0.222
N -1.963 -0.318 -0.699
C -1.503 -2.038 0.908
C -1.760 -2.552 2.171
C -0.838 -3.410 2.742
C 0.295 -3.754 2.026
C 0.483 -3.170 0.783
N -0.376 -2.312 0.240
H -0.210 3.832 -4.612
H -2.650 3.435 -5.000
H -3.856 1.870 -3.506
H 0.915 2.586 -2.751
H -4.759 1.282 -1.630
H -5.722 -0.265 0.054
H -4.219 -1.843 1.247
H -2.633 -2.239 2.724
H -0.997 -3.792 3.741
H 1.033 -4.435 2.426
H 1.362 -3.395 0.191
*
```

## Properties
Energy   -56743.846 eV
LUMO energy   -0.40 eV
Largest force on an atom   0.24 eV Å⁻¹
Kohn-Sham gap   8.22 eV